Formula: C16H37N2O8P
Source: the OMol25 dataset
Level of theory: ωB97M-V/def2-TZVPD

Geometry as XYZ:
```
64
C16H37N2O8P (ωB97M-V/def2-TZVPD)
C 0.65705 -0.06710 -1.62496
C 0.51486 -0.81856 -0.34842
C -0.31994 -2.23496 -0.15075
O -1.80672 -2.03489 -0.16757
C -2.30706 -1.94734 -1.54758
O -3.39358 -2.69412 -1.88517
P 0.27668 -3.66486 -1.26713
O 1.99462 -3.84849 -0.86976
O 0.26634 -3.26350 -2.95960
H 1.47182 -0.42801 -2.41236
H 0.01209 0.89599 -1.80476
H 1.05963 -0.34132 0.60095
H -0.08732 -2.57537 0.97029
H -1.79029 -1.29947 -2.40654
H 2.42035 -3.11108 -1.43511
H 0.72344 -2.39494 -3.15957
C 2.70169 -1.38492 2.40650
O 1.63102 -1.65745 3.30111
C 1.34396 -3.05585 3.42512
C 1.73104 -3.56269 4.82456
N 3.18601 -3.60392 4.99180
C 3.61091 -3.83812 6.37712
C 3.24738 -2.76019 7.41810
O 3.92308 -1.51750 7.22222
C 3.29009 -0.63808 6.30478
H 2.74786 -0.30328 2.25165
H 3.65426 -1.71021 2.82998
H 2.53678 -1.86611 1.43700
H 1.82108 -3.64963 2.63570
H 0.26038 -3.16262 3.30687
H 1.32261 -4.56952 4.96635
H 1.26736 -2.89656 5.55741
H 3.58178 -2.71726 4.68556
H 4.70355 -3.93249 6.35575
H 3.21966 -4.80767 6.70889
H 3.58480 -3.12992 8.39479
H 2.16594 -2.61128 7.51393
H 2.20117 -0.74490 6.30573
H 3.68918 -0.79328 5.30031
H 3.53245 0.38747 6.59280
C -4.88844 5.32949 -3.45478
O -4.44751 4.88464 -4.73095
C -3.27138 5.56388 -5.18777
C -2.06829 4.60603 -5.20269
N -1.63636 4.27323 -3.84281
C -0.66151 3.17723 -3.78858
C -1.13168 1.79058 -4.27220
O -2.12837 1.19642 -3.43986
C -3.45948 1.59068 -3.73733
H -5.86534 4.87931 -3.25711
H -4.19917 5.00726 -2.67146
H -4.99923 6.41852 -3.43417
H -3.05951 6.46724 -4.60259
H -3.47426 5.87926 -6.21680
H -1.23910 5.08102 -5.73884
H -2.36616 3.70962 -5.75363
H -2.44859 4.00112 -3.29251
H -0.35655 3.08365 -2.73907
H 0.23410 3.47124 -4.34951
H -0.26402 1.12063 -4.21941
H -1.44324 1.79144 -5.32282
H -3.60443 1.80729 -4.79999
H -3.74001 2.45299 -3.12903
H -4.12747 0.77126 -3.46206
```

Output
- LUMO (eV) = -1.49
- F_max (eV/A) = 9.3
- ΔE to the lowest compared entry with this formula, charge and spin (kJ/mol) = 188.90
- net charge = 0
- DFT total energy (eV) = -45831.26209
- structure (SMILES) = C=C[C@@H](OC=O)P(O)O.COCCNCCOC.COCCNCCOC
- HOMO level (eV) = -8.3